# 1
Here is C2Cl2F3NO in the gas phase from the OMol25 dataset. Energies are from ωB97M-V/def2-TZVPD.

- largest force on an atom (eV/A) = 2.33
- energy above the lowest of the compared OMol25 structures with the same formula, charge and spin (kcal per mole) = 90.6
- HOMO-LUMO gap (spin up / spin down) (eV) = 8.0 / 9.1

XYZ file:
```
9
C2Cl2F3NO (ωB97M-V/def2-TZVPD)
Cl 2.506 0.052 0.594
Cl -0.614 -2.212 -0.501
F -2.096 -0.629 0.817
F -0.627 1.730 -0.393
F -0.015 0.986 1.483
O 0.961 -0.369 -1.533
N 1.128 0.413 -0.557
C -0.154 0.635 0.183
C -1.090 -0.605 -0.092
```


# 2
Here is a molecular structure, C2Cl2OS2 from the OMol25 dataset. Energies are from ωB97M-V/def2-TZVPD.

- largest force on an atom (eV/A) = 2.58
- energy above the lowest of the compared OMol25 structures with the same formula, charge and spin (kcal per mole) = 6.7
- HOMO-LUMO gap (eV) = 8.5

XYZ file:
```
7
C2Cl2OS2 (ωB97M-V/def2-TZVPD)
Cl -1.345 1.240 -1.470
Cl -0.212 -1.289 -1.425
S -0.418 0.852 1.553
S 1.568 0.783 -1.967
O 0.346 -1.417 2.822
C 0.016 -0.478 2.234
C 0.045 0.310 -1.747
```


Question: What is the energy above the lowest of the compared OMol25 structures with the same formula, charge and spin in the first record?
Answer: 90.6 kcal per mole


Question: Which of these has the highest largest force on an atom?
Answer: C2Cl2OS2


Question: energy above the lowest of the compared OMol25 structures with the same formula, charge and spin of number 2 (C2Cl2OS2)?
Answer: 6.7 kcal per mole


Copy entry 2 word for word.
Here is a molecular structure, C2Cl2OS2 from the OMol25 dataset. Energies are from ωB97M-V/def2-TZVPD.

- largest force on an atom (eV/A) = 2.58
- energy above the lowest of the compared OMol25 structures with the same formula, charge and spin (kcal per mole) = 6.7
- HOMO-LUMO gap (eV) = 8.5

XYZ file:
```
7
C2Cl2OS2 (ωB97M-V/def2-TZVPD)
Cl -1.345 1.240 -1.470
Cl -0.212 -1.289 -1.425
S -0.418 0.852 1.553
S 1.568 0.783 -1.967
O 0.346 -1.417 2.822
C 0.016 -0.478 2.234
C 0.045 0.310 -1.747
```